Below is a structure of composition C20H40P2PtSi in a non-equilibrium geometry, with properties calculated with the ωB97M-V functional and the def2-TZVPD basis.

Geometry as XYZ:
```
64
Properties=species:S:1:pos:R:3:nbo_charge:R:1
P -0.02678 -2.08311 -3.29639 1.08
P 0.16587 1.68468 -4.39848 1.56
C -0.42557 -1.11303 -5.04190 -0.71
C 0.26333 0.16672 -5.49927 -0.78
H -1.51654 -0.98840 -5.07656 0.19
H -0.15015 -1.92543 -5.72793 0.20
H 1.34494 0.02287 -5.67614 0.23
H -0.18019 0.46552 -6.46703 0.23
C -0.77859 2.82845 -5.57473 -0.98
H -1.26045 3.66879 -5.06274 0.23
H -1.54090 2.28721 -6.14353 0.22
H -0.07714 3.24942 -6.30646 0.23
C 1.80402 2.47976 -4.67951 -0.95
H 1.88261 2.80837 -5.72454 0.23
H 2.60867 1.76524 -4.47305 0.22
H 1.92433 3.35606 -4.02733 0.24
C -1.44049 -3.28154 -3.76848 -1.00
H -1.66962 -4.08485 -3.02098 0.22
H -1.23405 -3.71920 -4.74681 0.23
H -2.32372 -2.63543 -3.80107 0.25
C 1.54521 -2.65099 -4.13177 -0.97
H 2.16868 -1.76964 -4.29699 0.23
H 1.30070 -3.11810 -5.09156 0.23
H 2.03824 -3.37792 -3.47352 0.23
Pt 0.12853 -3.90579 -2.03503 0.20
C -0.39594 3.12358 -2.82705 -0.53
C -1.74644 2.83018 -2.55999 -0.12
C -2.47696 1.76104 -3.23664 -0.47
C -1.97638 0.33343 -2.82929 -0.51
C -0.58060 0.14962 -2.41114 -0.11
C 0.66610 0.81343 -2.87383 -0.67
C 1.33990 1.61508 -1.75701 -0.40
C 0.57963 2.93685 -1.63847 -0.43
C 0.46555 -4.21485 0.55067 -0.66
H -0.19610 4.06134 -3.37678 0.21
H -2.28883 3.35428 -1.76409 0.17
H -2.42618 1.83144 -4.34426 0.21
H -3.54916 1.81733 -2.97887 0.23
H -2.57952 0.03274 -1.96100 0.23
H -2.25436 -0.39628 -3.60720 0.22
H -0.47732 -0.26718 -1.38619 0.25
H 1.43830 0.05260 -3.16572 0.23
H 2.41579 1.73555 -1.98482 0.21
H 1.30419 1.01032 -0.83814 0.23
H 0.02470 2.94592 -0.68489 0.21
H 1.28258 3.78070 -1.59970 0.21
H 1.44357 -4.28106 1.03911 0.23
H 0.33368 -5.09569 -0.10189 0.19
H -0.31152 -4.26615 1.32270 0.22
C -1.12059 0.50584 1.68385 -1.12
Si 0.41413 -0.57753 1.79286 1.58
C 1.86458 0.62131 2.05058 -1.11
C 0.33446 -1.49025 3.45377 -1.11
C 0.42554 -1.68456 0.21969 -0.51
C 0.35408 -2.92256 -0.21552 -0.27
H -1.73683 0.38647 2.58625 0.24
H -1.71316 0.19042 0.81693 0.24
H -0.88447 1.57532 1.58532 0.23
H 2.18755 0.61981 3.10363 0.24
H 2.74065 0.36373 1.44394 0.24
H 1.58334 1.65977 1.82266 0.23
H -0.70086 -1.69218 3.76254 0.23
H 0.86704 -2.44510 3.37384 0.23
H 0.80052 -0.92417 4.27654 0.24
```

The multiplicity is 3. The calculation puts the energy relative to the best compared isomer or geometry (same formula, charge and spin) at 7.351 eV. The orbital gap (alpha / beta) is 5.42 / 6.59 eV. The net charge is 0. As for the total energy: -1877.13722 Ha.